C5H6O2 | ωB97M-V/def2-TZVPD

Geometry as XYZ:
```
13
Properties=species:S:1:pos:R:3
C 0.31 -0.80 -0.66
C 0.42 0.05 0.53
O -0.84 -0.16 -0.10
C -1.20 1.42 -1.67
O -0.66 2.41 -1.24
C 0.62 -0.57 1.81
C 0.84 -1.15 2.84
H 0.75 -0.41 -1.58
H -0.65 0.65 -2.24
H 0.21 -1.87 -0.61
H 0.80 1.06 0.39
H -2.28 1.20 -1.57
H 1.05 -1.66 3.75
```

Output
Orbital gap (eV): 10.625
Energy relative to the best compared isomer or geometry (same formula, charge and spin) (kJ/mol): 428.5
Charge: 0
Max |F| (eV/Å): 0.65
E_LUMO (eV): 0.9

---

C5H6O2 | ωB97M-V/def2-TZVPD

Geometry as XYZ:
```
13
Properties=species:S:1:pos:R:3
C -1.08 -0.94 0.09
C -0.01 0.16 0.20
O 1.01 0.01 -0.81
C 1.94 -0.92 -0.54
O 1.94 -1.65 0.42
C -0.56 1.52 0.09
C -1.01 2.63 0.21
H -1.05 -1.38 -0.91
H -2.07 -0.52 0.25
H -0.90 -1.73 0.82
H 0.49 0.11 1.17
H 2.71 -0.91 -1.32
H -1.41 3.62 0.34
```

Output
Orbital gap (eV): 11.319
Energy relative to the best compared isomer or geometry (same formula, charge and spin) (kJ/mol): 189.8
Charge: 0
Max |F| (eV/Å): 0.68
E_LUMO (eV): 1.0

---

C5H6O2 | ωB97M-V/def2-TZVPD

Geometry as XYZ:
```
13
Properties=species:S:1:pos:R:3
C 0.94 2.38 -0.03
C 0.43 1.32 0.16
C -1.51 0.45 -0.72
C 0.38 -1.23 0.19
C -0.43 0.12 0.33
O -2.63 0.72 -0.41
O -0.91 0.19 1.68
H 1.77 3.09 -0.31
H -1.14 0.55 -1.74
H -0.27 -2.05 0.37
H 0.86 -1.35 -0.72
H 1.12 -1.31 1.05
H -1.65 0.83 1.80
```

Output
Orbital gap (eV): 10.742
Energy relative to the best compared isomer or geometry (same formula, charge and spin) (kJ/mol): 284.2
Charge: 0
Max |F| (eV/Å): 3.52
E_LUMO (eV): 0.6

---

C5H6O2 | ωB97M-V/def2-TZVPD

Geometry as XYZ:
```
13
Properties=species:S:1:pos:R:3
O 1.55 -0.42 -0.50
C 0.59 0.51 -1.00
C -0.63 0.26 -0.09
C -1.60 -0.80 -0.61
O -1.63 -1.17 -1.75
C 0.16 -0.14 1.10
C 0.93 -0.05 2.03
H 1.93 -0.14 0.38
H 0.93 1.55 -0.94
H 0.40 0.23 -2.04
H -1.23 1.14 0.22
H -2.31 -1.19 0.14
H 0.91 0.23 3.05
```

Output
Orbital gap (eV): 10.355
Energy relative to the best compared isomer or geometry (same formula, charge and spin) (kJ/mol): 390.3
Charge: 0
Max |F| (eV/Å): 2.18
E_LUMO (eV): 0.7

---

C5H6O2 | ωB97M-V/def2-TZVPD

Geometry as XYZ:
```
13
Properties=species:S:1:pos:R:3
O -1.30 -1.14 2.24
C 0.08 -0.91 2.14
C 0.45 -0.50 0.80
C 0.27 -0.25 -0.38
C 0.49 0.35 -1.66
C -0.31 1.51 -2.11
O -0.44 1.86 -3.26
H -1.55 -1.71 1.50
H 0.69 -1.78 2.42
H 0.32 -0.11 2.84
H 0.84 -0.31 -2.47
H 1.14 0.89 -0.80
H -0.68 2.11 -1.26
```

Output
Orbital gap (eV): 9.960
Energy relative to the best compared isomer or geometry (same formula, charge and spin) (kJ/mol): 399.8
Charge: 0
Max |F| (eV/Å): 3.19
E_LUMO (eV): 0.5

---

C5H6O2 | ωB97M-V/def2-TZVPD

Geometry as XYZ:
```
13
Properties=species:S:1:pos:R:3
O 2.45 -0.50 0.09
C 1.52 -0.18 -0.61
C 0.15 0.16 -0.10
C -0.33 -0.48 1.18
C -0.89 -0.95 -0.11
C -0.36 1.52 -0.40
O -1.48 1.88 -0.11
H 1.63 -0.16 -1.71
H -0.96 0.14 1.81
H 0.39 -1.10 1.70
H -1.89 -0.64 -0.38
H -0.58 -1.92 -0.49
H 0.35 2.22 -0.89
```

Output
Orbital gap (eV): 10.875
Energy relative to the best compared isomer or geometry (same formula, charge and spin) (kJ/mol): 139.7
Charge: 0
Max |F| (eV/Å): 0.57
E_LUMO (eV): 0.7

---

C5H6O2 | ωB97M-V/def2-TZVPD

Geometry as XYZ:
```
13
Properties=species:S:1:pos:R:3
O -2.25 -0.76 0.85
C -1.05 -0.12 1.21
C -0.12 0.06 0.02
C 0.90 0.87 -0.14
C 1.99 1.47 -0.53
C -0.18 -0.92 -1.09
O -0.56 -2.07 -0.96
H -2.00 -1.62 0.48
H -0.54 -0.66 2.02
H -1.33 0.86 1.61
H 2.96 1.03 -0.32
H 1.97 2.40 -1.09
H 0.20 -0.54 -2.06
```

Output
Orbital gap (eV): 10.348
Energy relative to the best compared isomer or geometry (same formula, charge and spin) (kJ/mol): 216.7
Charge: 0
Max |F| (eV/Å): 0.43
E_LUMO (eV): 0.4

---

C5H6O2 | ωB97M-V/def2-TZVPD

Geometry as XYZ:
```
13
Properties=species:S:1:pos:R:3
O 1.68 -1.63 2.03
C 0.38 0.01 -0.07
C -0.03 1.47 -0.48
O -0.25 1.20 -1.85
C -0.33 -0.16 -1.47
C -1.31 -0.32 -0.39
C -1.10 0.86 0.32
H 2.58 -1.68 1.69
H 1.22 -1.07 1.36
H 0.48 2.38 -0.21
H -0.12 -0.92 -2.21
H -1.80 -1.22 -0.05
H -1.39 1.07 1.34
```

Output
Orbital gap (eV): 9.917
Energy relative to the best compared isomer or geometry (same formula, charge and spin) (kJ/mol): 490.8
Charge: 0
Max |F| (eV/Å): 0.51
E_LUMO (eV): 0.9

---

C5H6O2 | ωB97M-V/def2-TZVPD

Geometry as XYZ:
```
13
Properties=species:S:1:pos:R:3
O 2.52 0.76 -1.20
C 2.34 -0.03 -0.04
C 0.93 -0.23 0.31
C -0.24 -0.35 0.57
C -1.69 -0.44 0.76
C -2.37 0.08 -0.50
O -3.22 0.93 -0.50
H 2.09 1.61 -1.05
H 2.87 0.41 0.83
H 2.81 -0.99 -0.25
H -2.05 0.13 1.61
H -1.99 -1.49 0.90
H -2.00 -0.38 -1.45
```

Output
Orbital gap (eV): 10.656
Energy relative to the best compared isomer or geometry (same formula, charge and spin) (kJ/mol): 230.1
Charge: 0
Max |F| (eV/Å): 0.56
E_LUMO (eV): 0.7

---

C5H6O2 | ωB97M-V/def2-TZVPD

Geometry as XYZ:
```
13
Properties=species:S:1:pos:R:3
O 1.20 2.12 0.56
C 0.72 1.06 0.25
C 1.50 -0.22 -0.07
O 0.67 -0.99 -0.93
C -0.66 -0.53 -0.80
C -1.24 -0.58 0.57
C -0.71 0.74 0.00
H 1.72 -0.76 0.86
H 2.44 -0.01 -0.58
H -1.24 -0.66 -1.70
H -0.67 -1.07 1.35
H -2.32 -0.65 0.68
H -1.40 1.55 -0.21
```

Output
Orbital gap (eV): 10.327
Energy relative to the best compared isomer or geometry (same formula, charge and spin) (kJ/mol): 135.4
Charge: 0
Max |F| (eV/Å): 0.55
E_LUMO (eV): 0.9

---

C5H6O2 | ωB97M-V/def2-TZVPD

Geometry as XYZ:
```
13
Properties=species:S:1:pos:R:3
O -2.27 -0.55 0.56
C -1.10 -0.75 0.76
C -0.23 -1.30 -0.32
C -0.42 2.30 -0.35
O 0.45 3.01 0.09
C 1.21 -1.09 -0.12
C 2.38 -0.86 0.07
H -1.05 1.66 0.30
H -0.64 -0.75 1.76
H -0.51 -2.35 -0.28
H -0.57 -0.85 -1.26
H -0.63 2.22 -1.43
H 3.43 -0.77 0.21
```

Output
Orbital gap (eV): 10.677
Energy relative to the best compared isomer or geometry (same formula, charge and spin) (kJ/mol): 325.4
Charge: 0
Max |F| (eV/Å): 0.96
E_LUMO (eV): 0.5

---

C5H6O2 | ωB97M-V/def2-TZVPD

Geometry as XYZ:
```
13
Properties=species:S:1:pos:R:3
O -0.04 -1.98 -2.22
C 0.14 -1.59 -1.09
C -0.85 -0.66 -0.42
O -0.83 -0.60 0.99
C 0.53 0.46 1.66
C 0.90 1.05 0.29
C -0.46 0.71 -0.10
H 1.03 -1.87 -0.49
H -1.85 -0.78 -0.83
H -0.17 1.18 2.13
H 1.08 2.13 0.32
H 1.71 0.53 -0.22
H -1.25 1.45 -0.01
```

Output
Orbital gap (eV): 8.458
Energy relative to the best compared isomer or geometry (same formula, charge and spin) (kJ/mol): 614.3
Charge: 0
Max |F| (eV/Å): 0.56
E_LUMO (eV): 0.4

---

C5H6O2 | ωB97M-V/def2-TZVPD

Geometry as XYZ:
```
13
Properties=species:S:1:pos:R:3
O -1.87 1.07 -1.66
C -1.28 1.47 -0.44
C -0.28 0.45 0.01
C 0.00 -0.35 0.99
C 0.78 -1.27 1.54
C 2.03 -1.01 -0.67
O 2.99 -1.61 -0.72
H -2.32 0.24 -1.51
H -2.03 1.71 0.32
H -0.74 2.39 -0.68
H 0.58 -2.33 1.40
H 1.63 -1.00 2.15
H 0.51 0.22 -0.73
```

Output
Orbital gap (eV): 10.481
Energy relative to the best compared isomer or geometry (same formula, charge and spin) (kJ/mol): 307.0
Charge: 0
Max |F| (eV/Å): 1.92
E_LUMO (eV): 0.8

---

C5H6O2 | ωB97M-V/def2-TZVPD

Geometry as XYZ:
```
13
Properties=species:S:1:pos:R:3
O -1.66 -0.65 0.85
C -1.04 -0.75 -0.42
C -0.71 0.60 -1.02
C 0.32 1.41 -0.79
O 1.43 1.25 0.03
C 1.59 0.16 0.75
C 1.82 -0.78 1.45
H -0.97 -0.36 1.47
H -0.16 -1.39 -0.38
H -1.77 -1.24 -1.07
H -1.44 1.03 -1.70
H 0.42 2.38 -1.27
H 2.06 -1.65 2.03
```

Output
Orbital gap (eV): 10.195
Energy relative to the best compared isomer or geometry (same formula, charge and spin) (kJ/mol): 356.0
Charge: 0
Max |F| (eV/Å): 0.53
E_LUMO (eV): 0.8

---

C5H6O2 | ωB97M-V/def2-TZVPD

Geometry as XYZ:
```
13
Properties=species:S:1:pos:R:3
C -0.33 1.46 1.10
C -0.03 0.10 0.60
C 0.61 -0.08 -1.43
C -0.48 -0.55 -0.62
C -0.06 -2.00 0.03
O 0.39 -3.05 -0.13
O 0.64 -0.78 1.23
H 0.57 1.98 1.42
H -0.99 1.38 1.98
H -0.83 2.06 0.33
H 1.63 -0.29 -1.12
H 0.44 0.26 -2.44
H -1.49 -0.45 -1.02
```

Output
Orbital gap (spin up / spin down) (eV): 7.937 / 7.940
Energy relative to the best compared isomer or geometry (same formula, charge and spin) (kJ/mol): 380.7
Charge: 0
Max |F| (eV/Å): 1.38
E_LUMO (spin up / spin down) (eV): 0.4 / 0.4

---

C5H6O2 | ωB97M-V/def2-TZVPD

Geometry as XYZ:
```
13
Properties=species:S:1:pos:R:3
C -0.41 1.48 -0.37
C 0.16 0.10 -0.05
O -0.91 -0.73 0.49
C -0.84 -1.02 1.80
O -0.02 -0.61 2.58
C 0.81 -0.59 -1.18
C 1.49 -1.09 -2.04
H -1.28 1.45 -1.04
H 0.36 2.10 -0.82
H -0.74 1.97 0.55
H 0.89 0.18 0.76
H -1.65 -1.70 2.09
H 2.14 -1.55 -2.77
```

Output
Orbital gap (eV): 11.315
Energy relative to the best compared isomer or geometry (same formula, charge and spin) (kJ/mol): 185.4
Charge: 0
Max |F| (eV/Å): 0.48
E_LUMO (eV): 1.0

---

C5H6O2 | ωB97M-V/def2-TZVPD

Geometry as XYZ:
```
13
Properties=species:S:1:pos:R:3
O 1.88 -0.01 0.98
C 1.24 -0.56 -0.13
C -0.34 -0.55 -0.04
C -0.82 -0.09 1.34
O -0.56 1.00 1.78
C -0.90 0.36 -1.04
C -1.30 1.15 -1.86
H 1.51 0.87 1.14
H 1.52 -0.05 -1.06
H 1.58 -1.59 -0.20
H -0.72 -1.56 -0.23
H -1.44 -0.81 1.91
H -1.66 1.85 -2.58
```

Output
Orbital gap (eV): 10.603
Energy relative to the best compared isomer or geometry (same formula, charge and spin) (kJ/mol): 261.1
Charge: 0
Max |F| (eV/Å): 0.58
E_LUMO (eV): 0.6

---

C5H6O2 | ωB97M-V/def2-TZVPD

Geometry as XYZ:
```
13
Properties=species:S:1:pos:R:3
C -1.42 -1.15 0.13
C -0.08 -0.46 0.41
O 1.00 -0.90 -0.51
C 2.02 -0.02 -0.49
O 2.03 0.99 0.15
C -0.31 0.97 0.25
C -0.69 2.07 -0.02
H -1.98 -0.59 -0.63
H -2.02 -1.14 1.04
H -1.27 -2.18 -0.18
H 0.30 -0.73 1.39
H 2.86 -0.29 -1.13
H -0.62 3.11 -0.21
```

Output
Orbital gap (eV): 10.514
Energy relative to the best compared isomer or geometry (same formula, charge and spin) (kJ/mol): 235.4
Charge: 0
Max |F| (eV/Å): 0.92
E_LUMO (eV): 1.0

---

C5H6O2 | ωB97M-V/def2-TZVPD

Geometry as XYZ:
```
13
Properties=species:S:1:pos:R:3
C 1.43 1.22 0.48
C 0.12 0.52 0.74
O -0.83 0.95 -0.33
C -1.29 -0.15 -0.95
O -2.05 -0.21 -1.87
C -0.57 -1.17 -0.18
C 0.25 -1.01 0.78
H 1.26 2.30 0.39
H 2.13 1.03 1.30
H 1.88 0.86 -0.45
H -0.34 0.86 1.67
H -1.27 -2.61 -0.52
H -0.72 -2.59 -1.06
```

Output
Orbital gap (eV): 9.766
Energy relative to the best compared isomer or geometry (same formula, charge and spin) (kJ/mol): 529.7
Charge: 0
Max |F| (eV/Å): 0.45
E_LUMO (eV): -0.2

---

C5H6O2 | ωB97M-V/def2-TZVPD

Geometry as XYZ:
```
13
Properties=species:S:1:pos:R:3
O 1.13 1.92 0.98
C 0.71 0.98 0.37
C 1.55 -0.19 -0.15
O 0.67 -1.11 -0.77
C -0.64 -0.62 -0.74
C -1.32 -0.50 0.58
C -0.70 0.72 -0.08
H 2.11 -0.67 0.65
H 2.27 0.20 -0.89
H -1.21 -0.88 -1.63
H -0.85 -0.89 1.48
H -2.41 -0.53 0.59
H -1.31 1.56 -0.40
```

Output
Orbital gap (eV): 10.570
Energy relative to the best compared isomer or geometry (same formula, charge and spin) (kJ/mol): 136.8
Charge: 0
Max |F| (eV/Å): 0.49
E_LUMO (eV): 0.9